[1]
Density functional theory data (ωB97M-V with the def2-TZVPD basis set) for an isolated molecule of C6H10O.

Calculated values
- max |F| (eV/A) = 0.7
- HOMO energy (eV) = -9.8
- E_LUMO (eV) = 1.01
- spin multiplicity = 1
- structure (SMILES) = C[C@H]1C[C@H]1CC=O
- Kohn-Sham gap (eV) = 10.793

```
17
Properties=species:S:1:pos:R:3:lowdin_charge:R:1
C -1.463 -0.379 0.600 -0.0650
C -0.993 0.727 -0.323 -0.2893
C 0.134 1.632 0.102 -0.0764
C 0.356 0.621 -0.988 -0.2532
C 1.213 -0.634 -0.835 -0.1133
C 1.234 -1.282 0.539 -0.2925
O 1.677 -0.763 1.539 0.0392
H -2.269 -0.049 1.267 0.0846
H -0.650 -0.715 1.247 0.0489
H -1.800 -1.257 0.035 0.0857
H -1.787 1.174 -0.921 0.1291
H 0.079 2.680 -0.186 0.1012
H 0.588 1.449 1.073 0.1030
H 0.429 1.038 -1.992 0.1324
H 2.260 -0.383 -1.058 0.1255
H 0.862 -1.379 -1.567 0.1161
H 0.825 -2.313 0.580 0.1242
```

---

[2]
Density functional theory data (ωB97M-V with the def2-TZVPD basis set) for a structure of composition C22H15BrCsN3O2 in a non-equilibrium geometry.

Calculated values
- max |F| (eV/A) = 2.7
- HOMO energy (eV) = -8.2
- E_LUMO (eV) = -1.08
- spin multiplicity = 1
- Kohn-Sham gap (eV) = 7.124

```
44
Properties=species:S:1:pos:R:3:lowdin_charge:R:1
Cs -0.972 -1.516 0.122 1.2648
Br 0.309 2.692 7.055 0.7457
C -0.409 2.307 5.345 -0.6885
C -1.376 3.142 4.806 -0.1213
C -1.902 2.862 3.560 -0.0166
C -1.474 1.745 2.831 -0.2607
C -0.499 0.924 3.402 -0.0146
C 0.034 1.197 4.649 -0.1133
N -1.941 1.367 1.562 0.0809
C -2.806 2.048 0.932 -0.0879
C -3.312 1.691 -0.398 -0.2608
C -4.270 2.517 -0.986 -0.0161
C -4.759 2.205 -2.243 -0.0525
C -4.271 1.076 -2.878 -0.0453
C -3.317 0.313 -2.218 -0.1404
N -2.845 0.599 -1.014 0.0085
H -1.715 4.007 5.360 0.1037
H -2.656 3.531 3.167 0.1019
H -0.152 0.058 2.851 0.0880
H 0.789 0.555 5.080 0.1065
H -3.242 2.967 1.336 0.1125
H -4.624 3.394 -0.458 0.1132
H -5.503 2.830 -2.717 0.1123
H -4.621 0.791 -3.861 0.1088
H -2.910 -0.577 -2.689 0.1099
O 0.881 -5.655 -0.096 0.0135
C 0.679 -4.448 -0.214 -0.6706
O -0.322 -3.762 0.129 -0.5115
C 1.831 -3.645 -0.884 -0.1762
C 3.003 -4.348 -1.256 0.0090
C 4.028 -3.671 -1.841 -0.0028
C 3.901 -2.280 -2.069 -0.1587
C 4.915 -1.503 -2.672 -0.0375
C 4.737 -0.162 -2.870 -0.0875
C 3.535 0.457 -2.473 -0.0848
C 2.537 -0.271 -1.887 -0.0246
C 2.692 -1.659 -1.668 -0.2214
N 1.681 -2.356 -1.080 0.0717
H 3.030 -5.409 -1.055 0.1144
H 4.943 -4.171 -2.138 0.1160
H 5.834 -1.992 -2.973 0.1120
H 5.517 0.429 -3.331 0.1009
H 3.410 1.520 -2.637 0.1013
H 1.610 0.200 -1.582 0.0983
```

---

[3]
Density functional theory data (ωB97M-V with the def2-TZVPD basis set) for a cluster of 2 separate species, CH7N2O in total in a non-equilibrium geometry.

Calculated values
- net charge = -1
- max |F| (eV/A) = 1.4
- HOMO energy (eV) = -3.2
- E_LUMO (eV) = 4.76
- spin multiplicity = 1
- Kohn-Sham gap (eV) = 7.930

```
11
Properties=species:S:1:pos:R:3:lowdin_charge:R:1
O 0.278 1.422 1.308 -0.5415
H 1.003 2.056 1.379 -0.1446
N 0.141 -1.290 0.505 -0.0348
C 0.058 -0.847 -0.894 -0.4386
N -0.466 0.463 -1.127 -0.0502
H -0.774 -1.664 0.734 0.0283
H 0.317 -0.499 1.117 -0.0087
H -0.450 -1.657 -1.439 0.0797
H 1.065 -0.929 -1.329 0.0756
H -0.085 1.081 -0.361 0.0019
H -1.452 0.437 -0.899 0.0329
```